DFT (ωB97M-V/def2-TZVPD) results for a structure of composition C37H54N8NaO2P2S at a distorted geometry.

Geometry (Å):
S 13.8866 12.4249 6.7180
P 7.5532 16.3123 10.1036
P 6.6763 14.7704 8.5910
Na 13.4155 15.7581 6.1181
O 13.2473 13.7667 6.8693
O 9.1918 20.7051 11.4542
N 9.3476 22.5115 6.4805
N 16.5039 18.4716 6.7299
N 14.2425 19.1786 6.6145
N 12.1880 20.1794 6.3875
N 12.2491 17.8592 6.4730
N 14.8282 16.9182 7.1586
N 10.7219 21.9684 10.3010
N 8.3945 22.2625 9.9792
C 14.3721 9.2968 8.4587
C 4.9262 14.9253 8.4835
C 15.3557 8.3626 8.7510
C 13.9850 7.9070 5.2396
C 7.0232 13.7632 10.1623
C 11.0594 23.3568 9.9420
C 13.0002 11.5534 5.3474
C 10.2404 24.4098 10.5466
C 9.3343 22.1613 7.7012
C 7.5583 24.0705 6.9073
C 17.0061 19.8370 6.9775
C 7.4227 14.8173 11.2265
C 12.8623 10.0520 5.3334
C 14.0057 9.2786 5.1571
C 14.5635 10.6339 8.8276
C 12.1126 23.6698 9.0844
C 8.5047 23.4946 6.0733
C 11.5107 26.0964 9.3543
C 7.5393 23.6436 8.2383
C 11.6276 7.9954 5.5956
C 17.4691 17.3886 6.6527
C 15.6698 11.0639 9.5805
C 16.4926 8.8117 9.4463
C 16.6796 10.1422 9.8735
C 11.6589 9.3782 5.5670
C 12.3082 25.0478 8.8490
C 11.8599 27.5186 8.9886
C 6.8895 17.7572 10.9166
C 8.4534 22.7380 8.6571
C 13.4871 11.5765 8.3873
C 12.8813 18.9977 6.4984
C 9.3965 21.5820 10.5985
C 10.4056 25.6937 10.1501
C 12.7753 7.2603 5.4208
C 9.1975 16.5505 9.3539
C 7.5392 13.6075 7.3394
C 15.1771 18.1272 6.9030
H 15.2293 7.3387 8.5604
H 9.4226 24.2076 11.2656
H 8.4026 14.5366 11.6311
H 11.6228 27.6452 7.8597
H 7.8981 12.6669 7.8042
H 16.8182 20.4657 6.1294
H 7.4271 18.7160 10.5755
H 12.0321 12.0542 5.2389
H 17.2441 16.7310 5.8784
H 8.6470 23.9407 5.0825
H 11.2889 20.1201 5.8838
H 4.6187 15.3675 7.4618
H 14.6109 20.1642 6.8108
H 12.8096 6.1755 5.5333
H 15.5835 16.3404 7.6165
H 7.0256 17.6543 11.9840
H 7.8603 13.0616 10.0491
H 15.8111 12.1265 9.9390
H 12.9091 27.8192 9.2165
H 13.2026 25.2640 8.2050
H 11.1826 28.1568 9.5388
H 9.1187 16.2882 8.3164
H 17.2127 7.9984 9.6949
H 9.1575 17.6561 9.3594
H 13.5643 9.0573 7.7424
H 12.7637 22.8891 8.6300
H 10.7007 9.9466 5.8600
H 18.4392 17.8578 6.4532
H 15.0150 9.6861 5.1100
H 17.5303 16.8290 7.6698
H 6.0439 13.2909 10.4172
H 11.3365 21.5351 11.0084
H 6.7909 24.0405 8.9144
H 10.0371 21.3954 7.9323
H 6.7740 13.3978 6.5387
H 5.8313 17.7927 10.6821
H 4.5090 15.5653 9.3274
H 7.0246 24.9440 6.4935
H 17.5378 10.4601 10.5076
H 14.9094 7.3357 5.2669
H 13.6162 11.8875 4.4888
H 10.0212 16.1383 9.9251
H 9.7148 26.4708 10.5577
H 16.4643 20.2168 7.9026
H 10.6630 7.5718 5.8164
H 12.5544 11.0254 8.1856
H 12.6592 21.0498 6.1072
H 6.7038 14.9922 12.0513
H 13.2820 12.3861 9.0706
H 7.4676 22.0613 10.3822
H 11.2559 18.1657 6.3095
H 4.4254 13.9213 8.5232
H 18.0156 19.6913 7.3544
H 8.3726 14.0891 6.8431

Calculated values
* orbital gap: 3.577 eV
* 2S+1: 1
* HOMO: -0.2138 Ha
* charge: +1

Atomic partial charges in e from the Mulliken method, atoms 1 to 2: 0.452, 0.320